{"formula": "C38H70F5IN6NbO2", "method": "ωB97M-V/def2-TZVPD", "symbols": ["C", "C", "C", "C", "O", "Nb", "F", "C", "C", "C", "C", "C", "N", "C", "C", "C", "C", "O", "C", "C", "C", "I", "C", "F", "F", "C", "F", "F", "H", "H", "H", "H", "H", "H", "H", "H", "H", "H", "H", "H", "H", "H", "H", "H", "H", "H", "H", "H", "H", "H", "H", "H", "H", "H", "H", "H", "H", "H", "H", "H", "H", "H", "H", "C", "C", "C", "C", "N", "H", "H", "H", "H", "H", "H", "H", "C", "C", "C", "C", "N", "H", "H", "H", "H", "H", "H", "H", "C", "C", "C", "C", "N", "H", "H", "H", "H", "H", "H", "H", "C", "C", "C", "C", "N", "H", "H", "H", "H", "H", "H", "H", "C", "C", "C", "C", "N", "H", "H", "H", "H", "H", "H", "H"], "coordinates": [[-0.0313, 6.9702, -4.7251], [-0.1477, 6.3843, -3.3257], [1.1594, 5.8266, -2.7733], [0.9551, 4.8877, -1.6031], [0.2265, 3.7398, -1.9936], [0.8476, 1.9329, -2.2837], [1.4741, 0.1413, -2.5438], [0.1470, 1.9403, -4.4376], [-1.0158, 2.8650, -4.8709], [-2.2521, 2.1892, -5.4835], [2.9462, 2.6052, -2.8828], [3.8480, 1.5323, -3.4783], [3.3639, 1.0653, -4.7906], [3.7887, 1.9299, -5.8931], [2.9283, 1.7624, -7.1492], [3.7477, -0.2972, -5.0025], [2.6136, -1.2807, -5.0079], [4.9008, -0.6416, -5.1626], [1.2415, 1.7088, -0.0422], [1.8637, 0.4614, 0.5743], [3.2561, 0.1193, 0.0503], [0.5971, -1.2620, 0.3961], [-1.3495, 1.1335, -1.9306], [-1.6399, 1.0357, -0.5708], [-2.3021, 2.0314, -2.3998], [-1.6781, -0.2609, -2.5399], [-2.2615, -1.1131, -1.6458], [-2.5510, -0.1442, -3.5767], [0.6363, 7.8363, -4.7277], [0.3718, 6.2239, -5.4151], [-1.0055, 7.2807, -5.1044], [-0.5189, 7.1605, -2.6475], [-0.8769, 5.5708, -3.3331], [1.6767, 5.2928, -3.5758], [1.7986, 6.6523, -2.4420], [0.3670, 5.4098, -0.8359], [1.9094, 4.6183, -1.1423], [1.0522, 2.2600, -4.9644], [-0.0370, 0.9198, -4.7956], [-1.3387, 3.4902, -4.0392], [-0.6291, 3.5603, -5.6267], [-2.0268, 1.1717, -5.8046], [-3.0829, 2.1518, -4.7838], [-2.5919, 2.7379, -6.3670], [3.4184, 2.9139, -1.9368], [2.9342, 3.4823, -3.5367], [3.8751, 0.6687, -2.8119], [4.8909, 1.8755, -3.5715], [3.7140, 2.9517, -5.5195], [4.8420, 1.7352, -6.1315], [2.5226, 2.7177, -7.4862], [2.0700, 1.1241, -6.9254], [3.4878, 1.3172, -7.9719], [2.6852, -1.8995, -5.9051], [1.6557, -0.7749, -4.9515], [2.7141, -1.9258, -4.1324], [1.9805, 2.5019, 0.1668], [0.3514, 1.9781, 0.5357], [1.9287, 0.5743, 1.6584], [3.7752, 1.0443, -0.2137], [3.8372, -0.3995, 0.8175], [3.2191, -0.5177, -0.8338], [-0.7769, -0.7499, -2.9084], [-2.7961, -2.9012, 2.3589], [-3.3192, -4.3151, 2.1515], [-2.9321, -5.2843, 3.2757], [-1.4908, -5.4473, 3.4286], [-0.3496, -5.5657, 3.5412], [-1.7068, -2.8614, 2.3509], [-3.1444, -2.2449, 1.5630], [-3.1435, -2.4935, 3.3109], [-2.9644, -4.7073, 1.1972], [-4.4096, -4.3035, 2.1033], [-3.3553, -6.2739, 3.0957], [-3.3241, -4.9270, 4.2306], [0.9100, -8.9821, 6.7298], [0.1725, -7.7484, 6.2253], [0.5854, -6.4559, 6.9356], [0.3260, -6.5085, 8.3704], [0.0988, -6.5627, 9.4996], [0.6964, -9.1715, 7.7829], [0.6111, -9.8647, 6.1652], [1.9900, -8.8658, 6.6206], [-0.9038, -7.8879, 6.3444], [0.3564, -7.6055, 5.1610], [0.0430, -5.6052, 6.5208], [1.6505, -6.2630, 6.7945], [2.8282, -4.6089, 1.9166], [4.3074, -4.8210, 2.2073], [4.7892, -4.0776, 3.4580], [4.6479, -2.6272, 3.3802], [4.5457, -1.4801, 3.3403], [2.6033, -3.5694, 1.6787], [2.5183, -5.2074, 1.0601], [2.2134, -4.9046, 2.7676], [4.9112, -4.5169, 1.3505], [4.5042, -5.8827, 2.3731], [5.8424, -4.2903, 3.6497], [4.2219, -4.4130, 4.3293], [-2.3921, -4.3831, 10.2350], [-1.9874, -3.0346, 10.8133], [-3.0835, -2.3968, 11.6763], [-4.3119, -2.1488, 10.9289], [-5.2822, -1.9672, 10.3343], [-3.2527, -4.2796, 9.5714], [-1.5731, -4.8196, 9.6701], [-2.6558, -5.0881, 11.0254], [-1.7232, -2.3464, 10.0086], [-1.0985, -3.1511, 11.4352], [-2.7493, -1.4448, 12.0911], [-3.3326, -3.0522, 12.5134], [-6.1561, 8.2683, -6.1579], [-5.6527, 7.7818, -4.8052], [-4.1275, 7.6395, -4.7547], [-3.6329, 6.6746, -5.7297], [-3.2644, 5.9056, -6.5046], [-5.9038, 7.5595, -6.9470], [-7.2395, 8.3867, -6.1478], [-5.7154, 9.2328, -6.4177], [-6.1050, 6.8192, -4.5630], [-5.9523, 8.4805, -4.0222], [-3.7997, 7.3091, -3.7679], [-3.6463, 8.5990, -4.9565]], "forces_ev_per_a": [[0.177, -0.067, 0.069], [-0.202, -0.069, 0.107], [0.038, 0.164, -0.251], [-0.600, 0.288, 0.252], [1.291, -0.678, -0.005], [0.514, 1.352, -0.576], [0.171, 0.015, 0.101], [-1.168, -0.292, 0.237], [0.162, 0.171, -0.287], [0.038, 0.089, -0.195], [-0.154, -0.287, 0.010], [0.079, 0.030, -0.013], [-0.037, 0.107, -0.106], [0.168, 0.036, 0.169], [-0.211, -0.098, 0.063], [0.429, -0.140, -0.078], [-0.066, -0.172, 0.070], [-0.442, 0.177, -0.065], [-0.725, -0.642, 0.212], [0.365, 0.438, 0.173], [0.004, -0.192, 0.023], [-0.144, -0.332, 0.103], [0.062, -0.172, 0.044], [-0.127, 0.062, -0.013], [-0.064, -0.114, 0.093], [0.163, 0.122, 0.020], [-0.164, -0.032, 0.130], [-0.067, -0.037, -0.180], [0.006, -0.003, -0.074], [-0.056, 0.069, -0.014], [0.050, 0.025, -0.041], [-0.092, -0.087, 0.079], [-0.057, 0.054, -0.012], [0.087, -0.007, 0.073], [0.127, -0.047, -0.082], [0.031, -0.036, 0.038], [0.054, -0.069, -0.095], [0.221, -0.054, 0.358], [-0.011, -0.007, -0.006], [-0.006, 0.012, 0.014], [0.050, 0.031, 0.070], [-0.033, -0.045, 0.033], [0.005, -0.148, 0.065], [-0.014, 0.024, 0.071], [-0.049, 0.170, 0.013], [0.002, 0.110, 0.064], [-0.038, -0.019, 0.020], [0.053, -0.032, -0.045], [0.029, -0.019, -0.038], [0.079, 0.149, 0.035], [0.066, -0.019, -0.042], [0.040, 0.031, -0.040], [-0.014, -0.020, -0.012], [0.016, -0.022, 0.079], [-0.006, 0.004, -0.029], [-0.021, -0.041, -0.051], [-0.011, 0.157, -0.283], [0.016, 0.017, -0.062], [-0.065, -0.084, -0.040], [0.053, 0.012, 0.023], [-0.046, 0.018, -0.073], [-0.030, 0.151, -0.046], [0.034, -0.032, 0.003], [-0.017, -0.005, 0.021], [0.034, 0.064, -0.042], [-0.160, 0.015, -0.021], [0.738, 0.024, 0.006], [-0.547, -0.013, 0.046], [0.033, -0.038, 0.016], [0.014, 0.026, -0.008], [-0.001, 0.017, 0.003], [0.015, -0.031, 0.000], [-0.012, -0.026, -0.015], [-0.031, -0.001, 0.022], [-0.019, -0.004, 0.007], [-0.010, 0.055, 0.029], [0.005, -0.107, -0.049], [0.017, -0.027, -0.131], [-0.155, -0.025, 0.699], [0.198, -0.045, -0.557], [0.014, 0.015, 0.015], [0.001, -0.009, -0.009], [0.014, 0.001, -0.002], [-0.021, 0.019, -0.006], [-0.014, 0.043, -0.008], [0.037, 0.014, -0.035], [0.009, 0.008, -0.031], [0.045, -0.012, -0.003], [-0.062, 0.019, -0.037], [0.029, -0.161, 0.016], [-0.112, 0.712, -0.054], [0.063, -0.548, -0.005], [0.014, 0.053, 0.034], [-0.012, -0.013, -0.006], [-0.043, 0.003, 0.001], [0.018, 0.030, 0.004], [0.035, -0.004, -0.007], [-0.001, -0.029, 0.029], [0.006, -0.014, 0.012], [-0.072, 0.103, -0.037], [-0.016, -0.040, -0.022], [0.156, -0.020, 0.045], [-0.619, 0.075, -0.362], [0.466, -0.074, 0.271], [-0.020, 0.001, 0.022], [-0.025, -0.004, 0.027], [0.005, -0.010, 0.013], [0.001, 0.020, -0.003], [0.002, 0.024, 0.022], [0.018, -0.008, 0.028], [0.008, 0.002, 0.022], [-0.006, -0.021, 0.026], [-0.018, 0.015, -0.048], [-0.035, 0.058, 0.146], [0.217, -0.530, -0.508], [-0.199, 0.404, 0.312], [0.020, -0.002, -0.010], [-0.009, 0.002, -0.004], [0.009, 0.010, -0.002], [-0.002, -0.015, 0.012], [0.025, -0.002, 0.026], [0.008, 0.024, 0.018], [0.004, 0.014, 0.013]], "e_lumo_ev": 1.78, "homo_ev": -4.793, "charge": -1, "gap_ev": 6.57, "total_energy_ev": -76815.6108}